(1)
Molecular formula: C3H13N4
Method: DFT, the ωB97M-V functional and the def2-TZVPD basis

Bonds (Å) are listed after each position.
Cartesian coordinates (Å):
1 N -2.07 -1.90 -1.34  C12 1.437, H18 1.012, H19 1.014
2 H 2.71 1.06 -1.89  N10 1.027
3 H 3.43 2.48 -1.29  N10 1.032
4 H -2.11 -1.64 1.26  C14 1.087
5 H -0.65 -0.13 2.57  N16 1.024
6 N 2.12 2.06 0.92  C7 1.256, H9 1.022
7 C 1.70 2.00 -0.26  N6 1.256, N10 1.410, H15 1.097
8 H 0.10 -1.42 2.00  N16 1.027
9 H 1.34 2.23 1.55  N6 1.022
10 N 2.56 1.93 -1.37  H2 1.027, H3 1.032, C7 1.410
11 H -2.12 0.06 0.73  C14 1.088
12 C -1.01 -1.28 -0.60  N1 1.437, H13 1.104, C14 1.527, H17 1.094
13 H -0.57 -0.40 -1.09  C12 1.104
14 C -1.53 -0.86 0.77  H4 1.087, H11 1.088, C12 1.527, N16 1.526
15 H 0.65 2.14 -0.56  C7 1.097
16 N -0.35 -0.55 1.68  H5 1.024, H8 1.027, C14 1.526, H20 1.023
17 H -0.21 -2.01 -0.47  C12 1.094
18 H -1.73 -2.56 -2.03  N1 1.012
19 H -2.66 -1.23 -1.82  N1 1.014
20 H 0.38 0.02 1.25  N16 1.023

Summary:
- LUMO (spin up / spin down) (eV) = -8.16 / -13.11
- Kohn-Sham gap (spin up / spin down) (hartree) = 0.30015 / 0.11780
- energy relative to the best compared isomer or geometry (same formula, charge and spin) (eV) = 2.2563
- charge = +2
- 2S+1 = 2
- E_HOMO (spin up / spin down) (eV) = -16.32 / -16.32

---

(2)
Molecular formula: C15H21NO4S
Method: DFT, the ωB97M-V functional and the def2-TZVPD basis

Bonds (Å) are listed after each position.
Cartesian coordinates (Å):
1 H 3.96 -2.72 -1.96  C37 1.086
2 C 2.06 -2.06 0.37  H13 1.093, H29 1.092, C31 1.543, C39 1.520
3 C -1.29 2.26 0.49  C16 1.488, C25 1.432, C30 1.359
4 C -2.53 4.34 -0.30  C7 1.532, H14 1.092, H27 1.095, C30 1.487
5 C -2.12 0.82 -1.01  O6 1.350, C11 1.489, C25 1.377
6 O -2.66 2.03 -1.25  C5 1.350, C30 1.355
7 C -2.09 4.90 1.06  C4 1.532, H23 1.091, C33 1.530, H42 1.092
8 H 5.27 -3.43 -0.97  C37 1.087
9 O 0.23 -4.71 0.25  C21 1.328, H22 0.971
10 H -1.85 -0.52 -2.66  C11 1.091
11 C -2.57 -0.30 -1.88  C5 1.489, H10 1.091, H32 1.088, H35 1.088
12 N -0.21 -1.24 -0.06  C15 1.359, C31 1.443, H41 1.008
13 H 2.31 -1.74 -0.64  C2 1.093
14 H -3.60 4.46 -0.45  C4 1.092
15 C -0.45 -0.15 0.71  N12 1.359, C25 1.470, O34 1.218
16 C -0.58 2.95 1.60  C3 1.488, H20 1.091, H24 1.093, C33 1.531
17 H 0.00 4.75 0.57  C33 1.092
18 H -0.32 4.98 2.30  C33 1.091
19 H 3.94 -2.89 1.06  C39 1.090
20 H 0.46 2.61 1.65  C16 1.091
21 C 0.21 -3.57 -0.43  O9 1.328, O26 1.203, C31 1.519
22 H 0.08 -5.47 -0.33  O9 0.971
23 H -2.16 5.98 1.04  C7 1.091
24 H -1.05 2.67 2.55  C16 1.093
25 C -1.25 0.90 0.06  C3 1.432, C5 1.377, C15 1.470
26 O -0.08 -3.49 -1.60  C21 1.203
27 H -2.02 4.88 -1.11  C4 1.095
28 S 3.15 -4.48 -0.53  C37 1.814, C39 1.826
29 H 2.24 -1.22 1.05  C2 1.092
30 C -2.16 2.90 -0.34  C3 1.359, C4 1.487, O6 1.355
31 C 0.55 -2.37 0.43  C2 1.543, N12 1.443, C21 1.519, H36 1.095
32 H -3.51 -0.02 -2.36  C11 1.088
33 C -0.66 4.46 1.39  C7 1.530, C16 1.531, H17 1.092, H18 1.091
34 O -0.03 -0.06 1.85  C15 1.218
35 H -2.73 -1.20 -1.29  C11 1.088
36 H 0.27 -2.57 1.47  C31 1.095
37 C 4.38 -3.64 -1.56  H1 1.086, H8 1.087, S28 1.814, H40 1.085
38 H 2.50 -3.77 1.63  C39 1.089
39 C 2.94 -3.23 0.79  C2 1.520, H19 1.090, S28 1.826, H38 1.089
40 H 4.62 -4.32 -2.37  C37 1.085
41 H -0.45 -1.27 -1.04  N12 1.008
42 H -2.77 4.52 1.83  C7 1.092

Summary:
- LUMO (eV) = 0.69
- Kohn-Sham gap (hartree) = 0.32510
- energy relative to the best compared isomer or geometry (same formula, charge and spin) (eV) = 0.0000
- charge = 0
- E_HOMO (eV) = -8.15

---

Which of these has the lowest charge?
C15H21NO4S

---

The highest energy relative to the best compared isomer or geometry (same formula, charge and spin) belongs to which entry?
C3H13N4